One molecule with the formula C3H4N4O. Source: the Open Molecules 2025 dataset; level of theory: wB97M-V/def2-TZVPD.

```
12
Properties=species:S:1:pos:R:3:forces:R:3:mulliken_charge:R:1
C -2.055846 0.236325 -0.609183 -1.859 0.649 -2.307 -0.78
C 0.165405 0.025938 -0.392815 3.578 0.403 -1.227 0.58
C 2.414642 0.125526 0.240848 -5.614 -1.776 1.607 0.13
H -2.736462 0.647792 -1.445978 0.572 -0.175 2.002 0.28
H -2.248605 0.542899 0.430012 -0.031 0.490 -0.642 0.30
H -2.256473 -0.811417 -0.635495 -0.228 -1.005 0.087 0.34
H 3.412148 0.389442 0.231745 2.063 0.462 -0.851 0.45
N -0.728388 0.451735 -1.127769 -1.002 0.627 -0.106 -0.42
N 1.527248 0.197459 -0.748902 1.944 0.058 2.675 -0.46
N 0.539185 -0.847609 1.713209 1.083 0.046 -0.122 -0.12
N -0.151604 -0.650574 0.782765 0.038 -0.728 1.830 0.09
O 2.118752 -0.307516 1.561564 -0.543 0.950 -2.945 -0.38
```
Positions in Å, forces in eV/Å.

Properties
Net charge: 0
Structure (SMILES): C/N=c1/nconn1
HOMO: -9.99 eV
Energy: -11179.5242 eV
LUMO level: -0.02631 Eh

=====

A 3-piece molecular cluster, C4H14O2S overall. Source: the Open Molecules 2025 dataset; level of theory: wB97M-V/def2-TZVPD.

```
21
Properties=species:S:1:pos:R:3:forces:R:3:mulliken_charge:R:1
C -0.344592 1.978050 -2.327875 0.354 0.627 -3.471 -1.22
C 0.771485 0.994051 -2.267958 1.963 1.195 -0.959 -0.54
C 0.797098 0.467314 -0.817954 -0.080 -2.688 -1.460 -0.99
S -0.079315 -1.194989 -0.922049 0.858 0.606 0.938 0.04
C 0.065473 -1.858095 0.818933 -0.387 0.534 -1.358 -1.32
H -0.075812 2.671634 -1.592130 -0.593 1.569 0.878 0.38
H -0.579218 2.417556 -3.367132 1.144 -0.067 1.341 0.31
H -1.229177 1.474224 -2.221862 -2.467 -1.112 1.409 0.33
H 1.668778 1.579336 -2.617918 -0.178 -0.432 1.168 0.24
H 0.759682 0.321735 -3.141917 -0.486 -0.813 1.014 0.37
H 0.244952 0.982372 -0.103626 -1.662 1.653 0.549 0.30
H 1.685658 0.387909 -0.232389 1.415 -0.553 -0.555 0.67
H -0.392134 -1.191973 1.562915 -0.431 -0.374 -0.292 0.21
H -0.424230 -2.823311 0.605855 0.220 0.229 1.032 0.36
H 1.101336 -1.935690 1.139554 0.306 -0.420 -0.266 0.25
H 2.754326 0.195411 3.230868 1.436 0.193 -0.032 0.72
H 1.668782 -0.763621 2.928527 -0.180 -0.667 -0.167 0.36
O 1.815685 0.119160 3.274796 -1.249 0.525 0.231 -1.44
H -2.337267 1.237701 2.081152 3.525 2.651 0.017 0.37
H -2.583817 -0.303641 1.704741 0.685 0.887 0.091 0.44
O -2.906886 0.553621 2.018362 -4.196 -3.542 -0.109 -0.85
```
Positions in Å, forces in eV/Å.

Properties
Net charge: -1
HOMO (spin up / spin down): 0.75 / -5.29 eV
Energy: -19302.8189 eV
Expectation value of S²: 0.750
LUMO level (spin up / spin down): 0.11806 / 0.11710 Eh
Spin multiplicity: 2

=====

A 2-piece molecular cluster, C3H6ClP overall. Source: the Open Molecules 2025 dataset; level of theory: wB97M-V/def2-TZVPD.

```
11
Properties=species:S:1:pos:R:3:forces:R:3:mulliken_charge:R:1
C 0.872301 -2.025798 0.396362 7.262 0.375 1.035 -0.16
C -0.228568 0.712656 0.227690 -0.167 -0.848 1.286 -0.67
C -0.641442 0.872559 -1.028535 -2.265 -0.645 1.404 -0.49
P -0.634436 -2.087180 -0.259263 -4.876 -1.348 -4.380 -0.16
Cl 1.158696 -2.010167 2.052146 0.185 -0.148 0.649 -0.11
H 1.830739 -2.195023 -0.200625 -1.561 0.320 0.846 0.37
H 0.825200 0.850438 0.428899 0.101 -0.223 0.232 0.26
H -0.850522 0.262345 1.081085 0.726 1.565 -1.308 0.37
H -1.749328 0.829642 -1.216366 1.422 -0.144 -0.338 0.28
H 0.094854 0.886866 -1.782141 0.373 0.743 -1.089 0.31
H -1.267940 -1.960364 0.907015 -1.202 0.352 1.664 -0.01
```
Positions in Å, forces in eV/Å.

Properties
Net charge: 0
HOMO (spin up / spin down): -6.18 / -9.73 eV
Energy: -25013.7990 eV
Expectation value of S²: 2.007
LUMO level (spin up / spin down): 0.03721 / -0.07758 Eh
Spin multiplicity: 3

=====

A 10-piece molecular cluster, C36H42F4N6O12 overall. Source: the Open Molecules 2025 dataset; level of theory: wB97M-V/def2-TZVPD.

```
100
Properties=species:S:1:pos:R:3:forces:R:3:mulliken_charge:R:1
C -2.167396 4.510891 -1.891912 0.453 0.491 -0.796 -0.06
C -1.127290 5.219763 -1.038113 -1.434 -1.180 1.611 0.21
O -0.051929 4.308165 -1.113703 0.778 1.818 0.947 -0.23
C -0.036711 3.802732 -2.337078 -0.471 -1.943 -0.647 0.68
O 0.907297 3.251179 -2.817696 -0.788 0.510 -0.143 -0.52
O -1.318025 3.850664 -2.838199 0.911 0.061 -0.754 -0.33
F -1.569283 5.239311 0.257839 0.397 0.450 -0.265 -0.25
H -2.797395 5.237262 -2.404999 -0.114 -0.284 -0.091 0.30
H -2.738524 3.741805 -1.375147 0.050 0.325 0.406 0.00
H -0.876177 6.244866 -1.313434 0.290 -0.159 -0.165 0.28
C -3.415251 -0.131244 3.019760 1.234 0.562 -0.817 0.13
C -4.272549 -0.468152 4.215763 -0.120 -1.188 -1.798 0.45
O -3.346659 -0.478638 5.281548 -2.488 0.834 0.401 -0.36
C -2.108352 -0.449620 4.814141 2.121 0.037 0.214 0.40
O -1.130790 -0.419951 5.508581 -0.638 -0.192 -0.512 -0.58
O -2.102657 -0.456137 3.479060 0.455 -0.038 -0.220 0.07
F -4.762905 -1.754811 4.099902 0.049 0.015 0.212 -0.29
H -3.419315 0.920665 2.724898 -0.144 0.176 0.732 0.07
H -3.559447 -0.602730 2.050808 -0.524 -0.752 0.500 -0.25
H -5.162400 0.156833 4.145132 0.214 0.470 1.491 0.30
C -3.270186 -1.786775 -1.520574 0.796 -0.965 -0.088 0.01
C -1.978930 -2.489271 -1.083233 0.454 0.561 -1.337 0.37
O -2.272372 -3.097822 0.110631 0.931 -0.728 0.139 -0.26
C -3.505890 -2.819858 0.520732 -0.388 1.246 1.121 0.46
O -3.921264 -3.129810 1.592096 -0.406 -0.062 -0.899 -0.50
O -4.107058 -1.983133 -0.378577 -0.532 -0.062 0.082 -0.37
F -1.031534 -1.494376 -0.918820 0.148 -0.363 0.525 -0.10
H -3.668938 -2.257353 -2.419601 -0.350 0.064 0.186 0.28
H -3.012790 -0.750616 -1.730205 -0.430 0.124 0.260 0.15
H -1.548163 -3.236974 -1.751261 -0.002 0.220 -0.086 0.00
C 1.028808 0.835697 -0.024573 -0.217 0.496 -0.462 0.16
C 1.003287 0.609202 1.518435 -0.525 0.010 -3.652 1.59
O -0.249239 1.185617 1.847254 1.465 -0.597 1.995 -0.19
C -0.796683 1.808307 0.809182 -1.078 0.383 -0.717 0.57
O -1.678976 2.611914 0.890968 0.063 -0.605 -0.005 -0.62
O -0.286643 1.335818 -0.330121 0.321 0.271 -0.161 0.02
F 2.054598 1.226887 2.092757 -0.172 0.096 0.676 -0.33
H 1.175476 -0.093506 -0.570088 0.016 0.048 -0.025 -0.53
H 1.710292 1.609979 -0.379247 0.378 -0.200 0.286 -0.08
H 1.085533 -0.476724 1.514733 -0.360 0.029 1.859 -0.71
N -5.841536 0.610533 0.989731 0.277 -1.059 -0.945 0.17
C -4.970168 1.688307 0.940969 -1.568 -0.928 1.154 -0.97
C -5.438262 2.495486 1.951610 0.956 2.141 -0.334 -0.24
C -6.624944 2.001406 2.507028 -0.123 -1.262 0.036 -0.77
C -6.817576 0.766938 1.916020 0.164 0.722 0.668 -0.61
H -5.784482 -0.235142 0.443263 0.269 0.130 -0.095 0.20
H -4.105583 1.708103 0.303109 0.000 0.102 0.005 0.99
H -4.948597 3.413326 2.251296 -0.109 0.028 -0.132 0.42
H -7.270410 2.387224 3.277945 0.278 0.247 0.090 0.41
H -7.451617 -0.027444 2.274863 -0.202 -0.085 -0.600 0.41
N 6.151857 0.853998 -2.633515 -1.619 -0.107 -0.349 0.03
C 5.824120 2.045709 -2.035839 1.105 0.151 -0.134 -0.99
C 4.473274 2.147494 -1.986642 -0.882 1.232 1.224 -0.39
C 3.894686 0.995363 -2.502592 1.139 -1.471 -1.381 -0.10
C 4.961742 0.237914 -2.971124 -0.440 -0.595 0.860 -0.90
H 7.044514 0.406285 -2.701814 0.179 0.250 -0.062 0.21
H 6.584153 2.764214 -1.776707 -0.013 -0.086 0.165 0.44
H 3.906851 2.937966 -1.513958 0.219 0.217 -0.205 0.56
H 2.869165 0.690635 -2.627458 -0.097 0.313 0.055 0.74
H 4.906128 -0.775969 -3.337494 0.318 0.090 -0.190 0.40
N -1.595842 -1.425961 -5.605275 -0.940 0.959 -1.048 0.04
C -2.258413 -0.215441 -5.813197 0.839 -1.280 1.852 -0.67
C -1.916637 0.550047 -4.704879 -1.121 1.463 -1.271 -0.61
C -0.971155 -0.109404 -3.930530 0.413 -2.026 0.195 -0.11
C -0.819271 -1.377059 -4.492640 -0.272 0.158 0.236 -1.22
H -1.906543 -2.199027 -6.166145 0.698 -0.433 0.209 0.22
H -2.953481 -0.181779 -6.632331 -0.091 0.503 0.085 0.40
H -2.356001 1.511012 -4.477792 0.288 0.127 -0.145 0.44
H -0.484046 0.175222 -3.013250 -0.096 0.341 -0.044 0.94
H -0.305035 -2.264708 -4.159205 0.252 0.167 0.042 0.50
N 1.242998 -4.029876 -0.700431 1.189 2.025 -0.101 0.33
C 1.954476 -3.143504 -1.484242 -0.166 -0.470 -0.697 -0.61
C 1.876193 -3.600805 -2.800150 0.132 1.552 0.552 -0.64
C 1.032764 -4.706536 -2.811878 -0.209 -0.913 0.222 -0.74
C 0.704586 -4.957491 -1.498529 -0.871 -1.467 0.347 -0.80
H 1.243371 -3.960328 0.327108 -0.430 -0.294 -0.805 0.48
H 2.353399 -2.224032 -1.088502 0.264 -0.171 0.086 0.62
H 2.287223 -3.125692 -3.677422 0.098 0.115 0.125 0.51
H 0.747712 -5.289057 -3.673493 0.007 -0.087 0.104 0.46
H 0.196302 -5.779907 -1.013765 -0.185 -0.033 -0.380 0.48
N 2.759930 -3.848841 2.440190 -0.821 0.053 -1.023 0.12
C 2.378094 -2.607262 2.827751 -0.881 1.041 1.699 -0.93
C 0.984454 -2.588467 3.050214 2.008 -0.433 -1.811 -0.14
C 0.552739 -3.835286 2.534712 -1.473 0.532 0.448 -0.04
C 1.623438 -4.563903 2.131223 0.656 -1.072 0.952 -1.38
H 3.680537 -4.205279 2.263305 0.165 0.366 -0.019 0.22
H 3.084699 -1.816492 3.029310 0.162 -0.177 0.042 0.59
H 0.329134 -1.757481 3.249707 0.214 0.056 0.440 0.61
H -0.506770 -4.046560 2.501690 0.154 -0.541 -0.252 0.53
H 1.721006 -5.565497 1.743103 -0.157 -0.027 0.127 0.42
N 5.098344 2.262649 2.775114 0.631 0.608 -0.256 0.07
C 6.061398 1.918784 3.704024 -0.206 0.821 -0.037 -0.63
C 7.302361 2.204375 3.164807 -0.787 0.217 0.332 -0.38
C 7.072669 2.787015 1.884951 0.030 -0.286 -0.078 -0.45
C 5.719624 2.819000 1.693593 -0.043 0.030 -0.243 -0.33
H 4.111436 2.395547 2.902084 -0.019 -0.366 0.409 0.22
H 5.758780 1.851055 4.736800 0.148 -0.681 -0.009 0.37
H 8.218228 2.149077 3.728598 0.121 -0.156 -0.188 0.38
H 7.787495 3.120681 1.150209 0.130 0.000 0.147 0.38
H 5.152951 3.238809 0.878867 -0.025 -0.230 -0.077 0.40
```
Positions in Å, forces in eV/Å.

Properties
Net charge: 0
Structure (SMILES): O=C1OC[C@@H](F)O1.O=C1OC[C@@H](F)O1.O=C1OC[C@@H](F)O1.O=C1OC[C@@H](F)O1.c1cc[nH]c1.c1cc[nH]c1.c1cc[nH]c1.c1cc[nH]c1.c1cc[nH]c1.c1cc[nH]c1
HOMO: -8.03 eV
Energy: -82391.1935 eV
LUMO level: 0.01273 Eh

=====

An isolated ion of composition C11H13FN and charge +1. Source: the Open Molecules 2025 dataset; level of theory: wB97M-V/def2-TZVPD.

```
26
Properties=species:S:1:pos:R:3:forces:R:3:mulliken_charge:R:1
C -3.596138 -0.144048 0.363617 -0.159 0.276 -0.523 -0.50
C -2.784404 -1.269031 0.328926 0.944 0.552 -1.142 -0.75
C -2.949423 1.077119 0.244038 1.043 -1.847 0.175 -0.64
C -1.460505 -1.226893 -0.194490 -2.521 1.842 1.054 -0.68
C -1.597117 1.193576 0.084108 0.350 1.838 0.079 -0.52
C -0.889182 0.065733 -0.293783 1.650 -1.576 -0.723 1.36
C 1.313604 -1.024062 -1.258682 -0.826 0.133 -2.168 -0.85
C 1.346476 1.290524 -0.519705 -1.864 1.708 -2.162 -1.09
C 2.736440 -0.344900 0.698460 1.166 0.836 -0.084 -0.67
C 0.438080 0.136066 -0.842673 0.968 -0.195 0.792 0.48
C 1.938893 -1.367536 0.086320 -1.525 -0.772 -1.608 0.30
N 1.918249 0.998615 0.784583 6.614 0.970 -1.158 -0.07
F 1.132980 -2.117063 0.944310 1.213 1.201 -1.180 -0.22
H -4.722628 -0.195232 0.347397 1.496 -0.097 0.594 0.36
H -3.273566 -2.125608 0.646569 -0.420 -2.100 -0.049 0.45
H -3.468371 1.926586 0.318043 -2.127 3.177 0.351 0.53
H -0.967028 -2.066666 -0.607808 0.321 -0.813 0.282 0.35
H -1.123530 2.228455 0.157376 -0.738 -1.588 -0.329 0.13
H 0.749931 -1.837415 -1.731472 0.205 -0.041 0.475 0.38
H 1.879365 -0.564512 -2.175100 0.152 -1.321 2.167 0.31
H 2.069260 1.493910 -1.298681 0.843 -0.622 0.176 0.36
H 0.756622 2.223711 -0.623051 0.293 -0.289 1.172 0.44
H 2.934227 -0.611176 1.697535 0.212 -0.258 1.456 0.47
H 3.758815 -0.128946 0.251226 -1.552 -0.112 -0.046 0.36
H 2.666919 1.619921 1.268479 -2.176 -0.267 -1.047 0.39
H 1.192041 0.768864 1.324466 -3.566 -0.636 3.443 0.34
```
Positions in Å, forces in eV/Å.

Properties
Net charge: +1
HOMO (spin up / spin down): -11.25 / -12.31 eV
Energy: -15814.2592 eV
LUMO level (spin up / spin down): -0.15630 / -0.16319 Eh

=====

NO15S3Sr3 as an isolated structure. Source: the Open Molecules 2025 dataset; level of theory: wB97M-V/def2-TZVPD.

```
22
Properties=species:S:1:pos:R:3:forces:R:3:mulliken_charge:R:1
Sr 1.173023 6.194085 -3.840845 -0.033 -0.262 0.187 0.23
Sr 0.302261 -0.517857 3.780888 -1.270 1.263 -1.079 1.67
Sr 3.343460 -0.900137 -5.165394 -0.307 -2.557 2.006 1.56
N 1.027035 1.577851 -1.033319 -2.245 -0.051 0.562 1.08
O 0.404958 1.398783 -0.011727 -1.005 -1.038 3.928 -0.63
O 1.307485 0.658529 -1.733128 2.165 -4.332 -2.873 -0.72
O 1.176551 2.689577 -1.416683 1.578 5.345 -1.737 -0.68
S -1.857502 4.084085 5.252505 2.007 -0.819 -2.336 1.18
O -3.019284 4.627372 4.659467 -3.560 2.314 -3.289 -0.52
O -1.506802 2.872251 4.448831 1.381 -0.164 0.043 -0.61
O -0.880732 5.164168 5.337736 1.328 -0.026 -0.652 -0.56
O -2.274004 3.743396 6.531866 -0.563 -2.328 6.155 -0.56
S 3.873881 -4.585764 -3.608097 -2.021 -1.187 1.571 1.00
O 4.076869 -4.951474 -4.945988 -0.042 -2.441 -5.194 -0.62
O 2.618680 -3.798534 -3.530691 -2.495 2.708 -0.423 -0.63
O 3.717772 -5.654302 -2.643390 0.088 -0.900 0.371 -0.69
O 4.942321 -3.719475 -3.318574 4.534 4.451 2.230 -0.67
S -3.684506 -1.829597 0.276290 -1.071 -0.119 -0.093 1.24
O -2.794722 -2.106426 -0.897598 -0.797 -0.622 0.823 -0.45
O -4.403405 -2.916370 0.973971 0.643 0.444 -1.685 -0.60
O -2.898286 -1.141643 1.278752 1.410 0.965 1.148 -0.56
O -4.645055 -0.888519 -0.394872 0.275 -0.645 0.336 -0.48
```
Positions in Å, forces in eV/Å.

Properties
Net charge: -1
HOMO: -4.29 eV
Energy: -67195.5497 eV
LUMO level: -0.10560 Eh

=====

C2H3NO5S2 as an isolated structure. Source: the Open Molecules 2025 dataset; level of theory: wB97M-V/def2-TZVPD.

```
13
Properties=species:S:1:pos:R:3:forces:R:3:mulliken_charge:R:1
C 0.690115 -1.407571 0.063911 -1.302 0.645 0.113 0.69
C -0.525929 -0.527491 -0.226481 5.246 1.791 -3.273 -0.94
N 2.960095 -1.392522 -0.467049 -0.776 -2.383 2.580 0.24
O 0.712097 -2.350204 0.784358 0.933 0.221 -0.595 -0.44
O 5.926653 -0.180281 0.227009 -1.133 -0.010 -0.373 -0.47
O 3.840371 -0.721379 -1.207614 1.483 1.270 -0.974 -0.24
O 3.609716 -0.918991 0.945050 -0.166 0.136 -1.941 -0.28
O 1.767718 -0.752807 -0.573679 0.274 0.074 0.109 -0.11
S 3.859305 1.884290 0.158505 0.581 -0.911 -0.027 -0.21
S 4.529293 0.102684 0.089783 0.033 1.134 0.907 0.84
H -0.562606 -0.408757 -1.389560 -0.618 -0.265 2.293 0.29
H -1.237431 -0.977169 0.306924 -3.526 -1.205 1.507 0.37
H -0.140241 0.439521 0.189677 -1.029 -0.497 -0.325 0.26
```
Positions in Å, forces in eV/Å.

Properties
Net charge: 0
HOMO: -10.21 eV
Energy: -35514.1019 eV
LUMO level: -0.03201 Eh

=====

> Among the records above, which one has the highest energy?

C3H4N4O